[1]
{
  "formula": "C43H31Cl5N2NiP2S2",
  "method": "ωB97M-V with the def2-TZVPD basis set",
  "elements": ["Ni", "S", "P", "C", "P", "S", "C", "C", "C", "C", "C", "C", "C", "C", "C", "C", "C", "C", "C", "C", "C", "C", "C", "C", "C", "C", "C", "C", "C", "C", "H", "H", "H", "H", "H", "H", "H", "H", "H", "H", "H", "H", "H", "H", "H", "H", "H", "H", "H", "H", "C", "N", "C", "C", "C", "C", "C", "N", "C", "C", "C", "C", "C", "C", "H", "H", "H", "H", "H", "H", "H", "H", "H", "H", "H", "Cl", "C", "C", "C", "Cl", "C", "Cl", "C", "Cl", "C", "Cl"],
  "positions_angstrom": [[0.6993, -0.0575, 0.2490], [1.7011, -2.0937, 0.3846], [-0.2449, -2.6055, 0.1974], [-1.0536, -1.1618, 0.0441], [-2.7213, -0.8939, -0.1348], [-3.3704, 0.9191, -0.5657], [-3.6387, -1.4604, 1.3604], [-2.9357, -1.5488, 2.5557], [-3.5808, -1.9072, 3.7335], [-4.9396, -2.1896, 3.7214], [-5.6528, -2.0941, 2.5302], [-5.0069, -1.7220, 1.3603], [-3.3951, -2.0451, -1.4189], [-3.8079, -3.3469, -1.1562], [-4.2037, -4.1964, -2.1847], [-4.1971, -3.7483, -3.4963], [-3.8033, -2.4424, -3.7699], [-3.4099, -1.6010, -2.7410], [-0.3309, -3.7932, -1.2053], [-0.0725, -5.1556, -1.0766], [-0.0772, -5.9822, -2.1930], [-0.3302, -5.4502, -3.4506], [-0.5645, -4.0884, -3.5885], [-0.5599, -3.2651, -2.4719], [-0.7032, -3.6759, 1.6321], [-0.1065, -3.4313, 2.8658], [-0.5600, -4.0615, 4.0168], [-1.6212, -4.9548, 3.9491], [-2.2158, -5.2196, 2.7224], [-1.7597, -4.5835, 1.5758], [-1.8746, -1.3301, 2.5277], [-3.0180, -1.9760, 4.6581], [-5.4453, -2.4827, 4.6347], [-6.7166, -2.3052, 2.5171], [-5.5681, -1.6215, 0.4378], [-3.8410, -3.6969, -0.1316], [-4.5134, -5.2105, -1.9576], [-4.4961, -4.4104, -4.3010], [-3.8020, -2.0797, -4.7919], [-3.1140, -0.5771, -2.9400], [0.1377, -5.5726, -0.0989], [0.1191, -7.0426, -2.0804], [-0.3398, -6.0955, -4.3218], [-0.7571, -3.6658, -4.5674], [-0.7309, -2.1985, -2.5590], [0.7140, -2.7271, 2.9139], [-0.0838, -3.8433, 4.9667], [-1.9860, -5.4404, 4.8470], [-3.0470, -5.9127, 2.6594], [-2.2248, -4.8026, 0.6228], [-0.2766, -0.2385, 4.4466], [-0.0924, 0.3076, 3.1229], [-0.6504, 1.4301, 2.8834], [-0.6175, 2.1399, 1.6355], [-1.0835, 3.4407, 1.4250], [-0.8233, 3.7444, 0.0845], [-0.2210, 2.6066, -0.4553], [-0.0973, 1.6438, 0.4702], [1.0285, -0.6504, 5.0906], [2.1005, -1.0722, 4.3059], [3.2781, -1.5024, 4.9001], [3.4068, -1.5161, 6.2840], [2.3468, -1.0893, 7.0720], [1.1681, -0.6584, 6.4751], [-0.8922, -1.1450, 4.3711], [-0.8166, 0.4474, 5.1208], [-1.2109, 1.9476, 3.6789], [-1.5577, 4.0654, 2.1688], [-1.0651, 4.6528, -0.4464], [0.0970, 2.4329, -1.4729], [2.0052, -1.0386, 3.2264], [4.1026, -1.8213, 4.2737], [4.3301, -1.8471, 6.7448], [2.4394, -1.0825, 8.1522], [0.3433, -0.3175, 7.0929], [1.5617, -0.0110, -2.7610], [2.6739, 0.7653, -1.6642], [2.3600, 0.7716, -0.3073], [3.2788, 1.4335, 0.5059], [2.9579, 1.5169, 2.2097], [4.4359, 2.0368, 0.0212], [5.5419, 2.8400, 1.0893], [4.7112, 1.9983, -1.3426], [6.1446, 2.7415, -1.9718], [3.8178, 1.3572, -2.1941], [4.1469, 1.3136, -3.8971]],
  "atomic_forces_ev_per_a": [[-0.39, -0.12, -0.28], [0.16, -0.11, 0.00], [-0.03, -0.13, 0.04], [0.13, 0.01, 0.09], [0.05, 0.04, 0.02], [-0.04, 0.02, -0.01], [0.03, 0.04, 0.08], [-0.06, -0.02, -0.01], [-0.03, 0.01, -0.02], [0.02, 0.00, -0.02], [0.02, -0.01, -0.01], [-0.03, 0.02, 0.00], [0.03, 0.01, -0.07], [-0.01, 0.01, 0.02], [0.02, 0.02, 0.01], [0.01, 0.01, 0.01], [0.00, 0.01, 0.02], [-0.04, -0.04, -0.02], [0.03, -0.02, -0.01], [-0.01, 0.00, -0.04], [0.00, 0.02, 0.03], [0.00, 0.01, 0.00], [0.01, 0.01, 0.02], [0.02, -0.02, -0.01], [-0.05, -0.01, -0.01], [0.01, -0.02, 0.02], [0.02, 0.01, -0.04], [0.00, -0.01, -0.03], [0.01, 0.02, 0.01], [0.01, -0.03, 0.00], [-0.03, 0.03, 0.03], [-0.02, -0.01, -0.01], [0.00, 0.01, 0.01], [0.00, 0.00, 0.00], [0.01, 0.00, 0.00], [0.02, -0.01, -0.02], [0.00, 0.00, 0.00], [0.00, 0.00, 0.00], [0.00, 0.00, 0.00], [0.00, 0.01, 0.00], [0.00, -0.01, -0.01], [0.00, 0.00, 0.00], [0.00, 0.00, 0.00], [0.00, 0.00, 0.00], [0.00, -0.01, 0.00], [-0.01, -0.01, -0.01], [0.00, 0.00, 0.00], [0.00, 0.00, 0.00], [0.00, 0.00, 0.00], [-0.01, 0.01, 0.01], [0.05, 0.02, 0.00], [-0.08, -0.05, 0.16], [0.04, 0.05, -0.12], [-0.02, -0.10, 0.01], [0.01, -0.02, 0.00], [-0.01, 0.00, 0.01], [-0.04, 0.04, 0.04], [0.07, 0.13, 0.00], [0.03, -0.02, -0.06], [0.01, 0.04, 0.01], [0.00, 0.00, 0.03], [-0.01, 0.01, -0.01], [-0.02, 0.01, -0.02], [0.01, -0.03, 0.01], [0.01, 0.01, 0.02], [0.01, 0.03, 0.00], [0.00, 0.02, 0.00], [0.00, 0.00, -0.01], [0.00, 0.00, 0.00], [0.00, 0.00, 0.00], [0.02, 0.02, 0.02], [-0.01, 0.00, 0.00], [0.00, 0.00, 0.00], [0.00, 0.00, 0.00], [0.00, 0.00, 0.00], [0.02, 0.01, -0.02], [-0.01, -0.02, 0.02], [0.12, 0.12, 0.16], [-0.04, -0.02, -0.06], [-0.01, -0.01, 0.02], [0.02, 0.01, -0.01], [0.01, 0.00, -0.01], [-0.04, -0.02, 0.02], [0.01, 0.00, 0.00], [0.00, 0.00, -0.03], [-0.01, 0.00, 0.01]],
  "e_above_lowest_kj_mol": 0.00,
  "orbital_gap_ev": 5.851,
  "energy_ev": -191981.316,
  "lumo_ev": 4.090,
  "homo_ev": -1.761,
  "charge": -2
}

[2]
{
  "formula": "C43H32BiCl4N4O6Sb2",
  "method": "ωB97M-V with the def2-TZVPD basis set",
  "elements": ["Bi", "Cl", "C", "C", "C", "Cl", "C", "O", "C", "C", "O", "C", "H", "H", "H", "Cl", "C", "C", "C", "Cl", "C", "O", "C", "C", "O", "C", "H", "H", "H", "C", "C", "C", "Sb", "C", "C", "C", "C", "C", "C", "C", "C", "C", "C", "C", "C", "Sb", "C", "C", "C", "C", "C", "C", "C", "C", "C", "C", "C", "C", "H", "H", "H", "H", "H", "H", "H", "H", "H", "H", "H", "H", "H", "H", "H", "H", "H", "H", "H", "H", "H", "H", "H", "H", "H", "H", "O", "N", "O", "N", "C", "N", "C", "N"],
  "positions_angstrom": [[1.4130, -0.2213, -0.7448], [2.9676, 1.7258, -8.0594], [2.8975, 1.3894, -6.3521], [4.0559, 0.9563, -5.6946], [4.0032, 0.6830, -4.3563], [5.4248, 0.1286, -3.5416], [2.8175, 0.8488, -3.5639], [2.8820, 0.6168, -2.3048], [1.6739, 1.3145, -4.2708], [0.4302, 1.6699, -3.6324], [0.1645, 1.6676, -2.4402], [1.7382, 1.5602, -5.6569], [4.9817, 0.8396, -6.2407], [-0.3444, 2.0172, -4.3429], [0.8504, 1.9121, -6.1686], [7.0344, -2.8590, 3.5849], [5.6304, -2.0165, 2.9873], [5.3470, -0.7420, 3.4459], [4.2308, -0.0847, 2.9709], [3.8964, 1.4960, 3.5995], [3.3473, -0.6397, 2.0025], [2.2906, -0.0115, 1.5725], [3.7011, -1.9389, 1.5657], [2.9016, -2.5923, 0.4628], [2.7890, -1.9027, -0.6814], [4.8082, -2.6129, 2.0558], [5.9901, -0.2620, 4.1704], [3.2959, -3.6007, 0.2953], [5.0331, -3.6107, 1.6988], [-2.4683, 0.1947, 1.5663], [-3.0171, 1.6382, 1.6721], [-2.4531, 2.5464, 2.7699], [-0.3474, 2.9948, 3.1378], [0.1175, 1.0940, 4.1356], [0.4474, -0.1554, 3.6197], [0.7413, -1.2168, 4.4660], [0.7094, -1.0414, 5.8430], [0.3893, 0.2015, 6.3700], [0.1088, 1.2618, 5.5180], [0.1884, 3.5545, 1.1094], [-0.8204, 3.8601, 0.1997], [-0.5401, 4.5763, -0.9595], [0.7497, 5.0092, -1.2175], [1.7610, 4.7269, -0.3064], [1.4806, 4.0156, 0.8506], [-1.6839, -0.3816, -0.4153], [-3.6203, 0.2581, -1.1575], [-3.7148, 1.4712, -1.8367], [-4.9488, 1.9554, -2.2523], [-6.0996, 1.2212, -2.0048], [-6.0120, 0.0050, -1.3385], [-4.7789, -0.4727, -0.9160], [-2.2694, -2.4543, -0.2501], [-2.7070, -3.0358, 0.9354], [-3.1599, -4.3488, 0.9508], [-3.1641, -5.1014, -0.2159], [-2.6965, -4.5416, -1.3961], [-2.2543, -3.2256, -1.4100], [-3.2940, -0.4979, 1.7198], [-1.7116, -0.0015, 2.3227], [-4.0846, 1.5440, 1.8906], [-2.9656, 2.1389, 0.7032], [-2.7689, 2.1455, 3.7380], [-2.9104, 3.5352, 2.6779], [0.4913, -0.3113, 2.5500], [1.0029, -2.1787, 4.0417], [0.9373, -1.8709, 6.5011], [0.3706, 0.3505, 7.4429], [-0.1286, 2.2382, 5.9318], [-1.8433, 3.5637, 0.3963], [-1.3412, 4.7975, -1.6549], [0.9684, 5.5695, -2.1181], [2.7730, 5.0652, -0.4915], [2.2785, 3.8148, 1.5518], [-2.8130, 2.0386, -2.0462], [-5.0152, 2.9035, -2.7727], [-7.0628, 1.5880, -2.3377], [-6.9082, -0.5733, -1.1486], [-4.7181, -1.4213, -0.3935], [-2.6866, -2.4773, 1.8631], [-3.5103, -4.7849, 1.8786], [-3.5260, -6.1221, -0.1963], [-2.6708, -5.1322, -2.3038], [-1.8913, -2.7984, -2.3376], [1.3755, -3.7530, 1.8831], [1.4961, -2.8887, 1.0584], [0.5585, -2.1934, 0.6685], [0.5643, -4.7485, -5.5867], [0.7057, -3.7361, -5.0416], [0.8604, -2.5476, -4.5150], [0.7215, -2.0669, -3.3696], [0.5570, -1.5291, -2.3340]],
  "atomic_forces_ev_per_a": [[1.91, 0.39, 0.13], [0.00, 0.00, -0.05], [0.11, -0.01, 0.01], [-0.16, 0.00, -0.02], [-0.05, -0.02, 0.19], [0.04, 0.01, -0.03], [0.18, 0.07, -0.22], [-0.36, -0.18, 0.40], [0.33, -0.07, -0.13], [-0.19, 0.13, 0.12], [0.01, -0.31, 0.10], [-0.12, 0.01, 0.05], [-0.01, -0.04, 0.02], [-0.02, 0.03, 0.00], [-0.01, -0.01, 0.01], [0.06, -0.03, 0.03], [-0.03, 0.02, 0.00], [-0.04, -0.02, -0.01], [-0.18, -0.07, -0.14], [-0.15, 0.18, -0.03], [0.07, 0.15, 0.12], [0.61, -0.12, -0.70], [-0.05, 0.00, -0.03], [0.67, 0.20, -0.10], [-0.30, 0.30, 0.12], [-0.01, -0.06, -0.03], [-0.03, 0.00, 0.01], [-0.13, -0.04, -0.02], [0.01, 0.02, -0.02], [0.27, 0.19, -0.04], [0.09, -0.21, -0.18], [0.14, -0.10, 0.11], [-0.51, 0.03, 0.36], [0.31, 0.16, -0.47], [-0.32, -0.02, -0.11], [-0.01, 0.05, -0.03], [0.01, 0.05, 0.01], [-0.01, -0.07, 0.01], [-0.11, 0.15, -0.09], [0.13, -0.38, 0.24], [-0.03, -0.01, -0.04], [-0.04, -0.01, 0.05], [0.04, -0.02, 0.05], [0.00, -0.03, -0.04], [-0.03, -0.18, -0.13], [-2.21, -0.07, 1.12], [0.44, 0.03, -0.44], [0.06, -0.04, -0.01], [-0.06, 0.02, 0.00], [0.01, -0.04, 0.01], [0.00, 0.05, 0.00], [0.06, -0.05, 0.06], [0.07, 0.21, -0.18], [0.04, 0.03, 0.02], [0.00, -0.01, -0.02], [0.00, 0.03, 0.08], [-0.01, -0.06, 0.00], [-0.02, 0.03, -0.02], [0.07, -0.10, 0.02], [-0.03, -0.03, 0.05], [-0.07, 0.10, -0.17], [-0.07, -0.05, 0.09], [0.06, 0.08, 0.05], [-0.08, -0.03, 0.02], [-0.04, 0.00, 0.27], [-0.02, -0.02, 0.01], [0.02, 0.01, 0.00], [-0.01, 0.01, 0.00], [0.07, -0.04, 0.08], [0.13, 0.06, -0.06], [0.02, 0.00, -0.01], [0.01, -0.02, 0.00], [-0.01, 0.00, -0.02], [0.09, -0.04, 0.08], [-0.01, 0.03, -0.01], [0.03, -0.01, 0.00], [0.01, 0.01, 0.01], [0.01, 0.00, 0.00], [-0.03, -0.01, -0.04], [-0.02, -0.01, -0.01], [0.03, 0.00, 0.00], [0.04, 0.00, -0.03], [0.00, 0.04, -0.01], [-0.02, -0.02, -0.01], [0.05, -0.04, 0.01], [-0.44, -0.01, 0.10], [-0.03, -0.02, 0.07], [0.06, 0.11, 0.06], [-0.14, -0.23, 0.23], [0.17, 0.42, -0.37], [-0.11, -0.33, 0.14], [-0.20, -0.12, -0.64]],
  "e_above_lowest_kj_mol": 180.39,
  "orbital_gap_ev": 7.422,
  "energy_ev": -132358.420,
  "lumo_ev": 1.926,
  "homo_ev": -5.496,
  "charge": -1
}